Molecular formula: C31H45ClO11S
Method: DFT, wB97M-V/def2-TZVPD

XYZ file:
```
89
C31H45ClO11S, DFT wB97M-V/def2-TZVPD
C -0.095 1.541 -0.622
C -0.896 2.170 0.532
C -0.232 2.147 1.920
C 0.598 0.932 2.273
O -0.220 -0.182 2.738
C 0.621 -1.239 3.023
C 1.220 -1.208 4.281
C 2.125 -2.174 4.670
C 2.446 -3.180 3.763
C 1.860 -3.222 2.502
C 0.886 -2.263 2.126
S 0.023 -2.427 0.559
C -1.549 -1.639 0.719
O -0.307 -3.811 0.357
O 0.789 -1.753 -0.452
C 2.357 -4.311 1.605
O 2.451 -4.200 0.421
C 2.816 -5.564 2.263
C 2.720 -6.763 1.572
C 3.162 -7.937 2.166
C 3.705 -7.905 3.441
C 3.832 -6.709 4.136
Cl 4.540 -6.763 5.703
C 3.375 -5.525 3.544
C 3.461 -4.195 4.195
O 4.275 -3.888 5.022
H -0.519 0.594 -0.932
H -0.176 2.189 -1.492
H 0.964 1.446 -0.415
H -1.905 1.777 0.619
H -1.039 3.217 0.270
H -1.032 2.181 2.659
H 0.380 3.024 2.106
H 1.254 0.590 1.477
H 1.240 1.216 3.109
H 0.977 -0.423 4.978
H 2.592 -2.133 5.640
H -1.975 -2.006 1.651
H -2.167 -1.930 -0.118
H -1.450 -0.571 0.834
H 2.310 -6.749 0.576
H 3.069 -8.858 1.616
H 4.047 -8.823 3.892
C -8.434 -1.315 -0.427
O -7.831 -0.067 -0.170
C -6.780 -0.161 0.776
C -5.845 1.023 0.669
O -4.918 0.939 -0.407
C -5.434 1.174 -1.712
C -5.730 2.627 -2.008
O -6.965 3.022 -1.434
C -7.070 4.421 -1.303
H -8.883 -1.732 0.482
H -9.216 -1.158 -1.167
H -7.704 -2.027 -0.830
H -6.210 -1.086 0.621
H -7.218 -0.181 1.784
H -5.227 1.031 1.571
H -6.400 1.962 0.642
H -6.302 0.546 -1.914
H -4.635 0.861 -2.388
H -5.790 2.766 -3.096
H -4.915 3.248 -1.617
H -6.278 4.814 -0.654
H -8.033 4.638 -0.846
H -7.018 4.917 -2.279
C 2.731 0.088 -3.311
O 3.240 1.344 -2.912
C 4.174 1.228 -1.854
C 5.057 2.453 -1.777
O 6.100 2.476 -2.741
C 5.742 2.800 -4.076
C 5.475 4.272 -4.302
O 4.180 4.629 -3.850
C 4.055 6.015 -3.632
H 2.202 -0.406 -2.488
H 2.031 0.259 -4.127
H 3.537 -0.565 -3.667
H 4.801 0.339 -1.996
H 3.623 1.122 -0.908
H 5.568 2.428 -0.812
H 4.462 3.368 -1.814
H 4.904 2.193 -4.422
H 6.616 2.532 -4.673
H 5.543 4.488 -5.378
H 6.236 4.860 -3.776
H 4.764 6.358 -2.869
H 3.044 6.203 -3.277
H 4.218 6.580 -4.558
```

Results
lowest unoccupied orbital energy	-0.0337	Ha
2S+1	1
molecular weight	661.21	g mol⁻¹
SMILES string	CCCCOc1ccc2c(c1S(C)(=O)=O)C(=O)c1cccc(Cl)c1C2=O.COCCOCCOC.COCCOCCOC
orbital gap	0.3008	Ha